{"formula": "C38H30F9FeNO3P", "method": "ωB97M-V/def2-TZVPD", "symbols": ["Fe", "C", "C", "C", "C", "C", "C", "C", "H", "H", "H", "H", "H", "H", "H", "H", "C", "O", "C", "C", "C", "C", "C", "C", "O", "C", "O", "C", "H", "H", "H", "H", "H", "H", "H", "H", "H", "N", "C", "H", "F", "C", "F", "F", "C", "C", "C", "C", "C", "C", "P", "C", "C", "C", "C", "C", "C", "C", "F", "F", "F", "C", "C", "C", "C", "C", "C", "C", "F", "F", "F", "H", "H", "H", "H", "H", "H", "H", "H", "H", "H", "H", "H"], "coordinates": [[-0.2251, -1.2102, 1.4167], [4.1867, -2.2099, 2.4784], [2.7831, -2.7174, 2.5572], [2.1158, -3.2511, 1.4657], [0.8020, -3.7032, 1.6107], [0.2188, -3.8483, 2.8739], [0.8855, -3.3282, 3.9693], [2.0245, -2.5320, 3.7416], [4.8171, -2.7004, 3.2209], [4.2125, -1.1375, 2.6928], [4.6176, -2.3673, 1.4923], [2.6090, -3.3532, 0.5083], [0.2993, -4.1248, 0.7499], [-0.6977, -4.4114, 2.9807], [0.4926, -3.4342, 4.9710], [2.5947, -2.2444, 4.6211], [-0.3586, -3.0048, -5.2176], [-1.6900, -3.0435, -4.7243], [-1.8993, -2.7650, -3.4319], [-3.2546, -2.8126, -3.0273], [-3.5671, -2.5234, -1.7376], [-2.5823, -2.1688, -0.7757], [-2.9850, -1.8359, 0.5529], [-4.4359, -1.8600, 0.9475], [-2.1792, -1.4959, 1.4579], [-1.2176, -2.1343, -1.1977], [-0.2303, -1.8164, -0.4071], [-0.9005, -2.4464, -2.5349], [-0.4246, -3.2511, -6.2728], [0.2668, -3.7406, -4.7082], [0.0698, -2.0067, -5.0996], [-4.0066, -3.0734, -3.7564], [-4.6052, -2.5612, -1.4412], [-5.0180, -1.1852, 0.3188], [-4.5224, -1.5522, 1.9857], [-4.8556, -2.8592, 0.8293], [0.1401, -2.4167, -2.8193], [1.3858, 0.1293, 3.7476], [1.0762, -0.8471, 3.1199], [2.0286, 0.1253, 4.5332], [0.4549, 7.2498, 3.1514], [-0.6893, 6.5480, 3.1827], [-1.6132, 7.2723, 2.5335], [-1.0713, 6.4574, 4.4616], [-0.5108, 5.1954, 2.5415], [-0.1272, 5.1454, 1.2037], [0.0527, 3.9224, 0.5916], [-0.1445, 2.7428, 1.3144], [-0.5289, 2.8037, 2.6463], [-0.7157, 4.0343, 3.2644], [0.0473, 1.1315, 0.5147], [1.7578, 1.0983, -0.1050], [2.7410, 1.8294, 0.5567], [4.0825, 1.6507, 0.2495], [4.4475, 0.7308, -0.7168], [3.4765, -0.0036, -1.3896], [2.1412, 0.1707, -1.0804], [5.8934, 0.5075, -1.0705], [6.2007, 1.0518, -2.2567], [6.1688, -0.8073, -1.1589], [6.7235, 1.0287, -0.1590], [-1.0920, 1.2560, -0.8999], [-0.7067, 1.2780, -2.2348], [-1.6654, 1.3111, -3.2397], [-3.0092, 1.3402, -2.9085], [-3.4034, 1.3540, -1.5770], [-2.4500, 1.3017, -0.5804], [-4.0665, 1.3309, -3.9805], [-3.5649, 1.6060, -5.1894], [-4.6628, 0.1266, -4.0600], [-5.0308, 2.2268, -3.7247], [0.0217, 6.0623, 0.6495], [0.3441, 3.8821, -0.4510], [-0.6790, 1.8925, 3.2102], [-1.0191, 4.0859, 4.3000], [2.4660, 2.5461, 1.3194], [4.8385, 2.2236, 0.7681], [3.7687, -0.7212, -2.1448], [1.3969, -0.4419, -1.5695], [0.3375, 1.2733, -2.5109], [-1.3608, 1.3230, -4.2767], [-4.4540, 1.4075, -1.3236], [-2.7664, 1.2947, 0.4572]], "forces_ev_per_angstrom": [[0.015, 0.083, -0.177], [-0.032, 0.064, 0.014], [-0.373, 0.459, -0.350], [0.018, 0.122, 0.187], [0.140, -0.604, 0.024], [0.152, 0.123, 0.100], [-0.356, 0.455, -0.329], [1.195, -2.079, 0.736], [0.011, -0.015, -0.009], [0.017, 0.023, -0.015], [0.005, -0.011, -0.014], [0.010, 0.100, -0.029], [-0.033, 0.095, -0.027], [-0.066, 0.099, 0.028], [-0.057, 0.043, 0.006], [-0.160, 0.361, -0.018], [0.023, -0.005, -0.019], [-0.023, -0.016, -0.014], [-0.030, -0.003, -0.044], [0.053, 0.014, 0.082], [0.042, -0.015, -0.071], [0.057, -0.030, -0.091], [0.060, 0.023, 0.032], [0.002, -0.005, 0.004], [-0.146, 0.013, 0.123], [-0.085, 0.024, 0.004], [0.127, -0.054, 0.054], [-0.157, 0.012, 0.049], [0.007, 0.006, 0.015], [0.006, 0.007, -0.005], [0.005, -0.012, -0.004], [-0.016, 0.006, -0.026], [-0.022, 0.006, 0.010], [0.000, 0.012, 0.000], [-0.002, -0.009, -0.005], [-0.002, -0.006, 0.004], [0.026, 0.004, 0.003], [0.361, -0.729, 0.267], [-0.780, 1.129, -0.612], [-0.031, 0.411, 0.035], [0.053, 0.010, -0.011], [-0.017, 0.001, -0.011], [-0.035, 0.016, -0.035], [-0.016, -0.025, 0.049], [0.005, -0.030, 0.030], [-0.009, 0.005, 0.030], [-0.016, -0.023, 0.006], [0.029, 0.045, 0.060], [0.003, 0.003, 0.007], [0.009, 0.063, -0.011], [-0.049, -0.175, -0.079], [0.041, -0.040, 0.040], [-0.044, 0.067, -0.042], [0.033, 0.015, 0.019], [-0.046, -0.057, -0.068], [0.059, 0.043, 0.030], [-0.023, -0.020, 0.069], [0.000, 0.004, 0.007], [-0.008, 0.021, -0.034], [0.000, -0.052, 0.004], [0.011, 0.033, 0.037], [0.092, 0.037, -0.119], [-0.047, 0.018, 0.044], [-0.021, -0.006, 0.029], [0.070, -0.001, -0.057], [-0.056, -0.014, 0.002], [0.013, -0.038, 0.057], [0.001, -0.003, 0.020], [0.039, 0.012, -0.048], [-0.013, -0.045, 0.015], [-0.039, 0.043, 0.022], [0.010, 0.019, -0.005], [-0.005, -0.016, -0.015], [-0.016, -0.011, -0.008], [0.002, 0.009, 0.013], [-0.003, 0.005, 0.014], [0.009, 0.000, 0.001], [0.015, -0.013, -0.009], [-0.006, -0.020, 0.026], [0.031, 0.019, 0.008], [-0.014, 0.000, -0.015], [-0.021, -0.016, -0.008], [0.019, 0.016, 0.020]], "charge": 1, "homo_ev": [-10.8, -10.9], "homo_lumo_gap_ev": [7.104, 6.953], "lumo_energy_ev": [-3.7, -4.0], "multiplicity": 5}


{"formula": "C38H31BrIN3O9Sn", "method": "ωB97M-V/def2-TZVPD", "symbols": ["Sn", "Br", "C", "C", "C", "C", "C", "N", "C", "O", "O", "H", "H", "H", "C", "C", "C", "C", "C", "C", "C", "C", "N", "C", "C", "C", "C", "N", "C", "C", "C", "C", "C", "C", "C", "C", "H", "H", "H", "H", "H", "H", "H", "H", "H", "H", "H", "H", "H", "H", "H", "H", "H", "H", "H", "H", "H", "H", "H", "H", "O", "C", "C", "O", "C", "C", "O", "C", "O", "O", "I", "C", "C", "C", "C", "C", "C", "C", "O", "O", "H", "H", "H", "H"], "coordinates": [[0.4196, 0.3975, 0.1594], [0.8220, 3.8506, 3.0587], [-1.0289, 3.5365, 2.7482], [-1.9357, 4.4365, 3.2874], [-3.2786, 4.2052, 3.0342], [-3.6422, 3.1017, 2.2830], [-2.6486, 2.2519, 1.8096], [-1.3505, 2.4831, 2.0347], [-3.0623, 0.9951, 1.0256], [-4.2866, 0.8485, 0.8676], [-2.1393, 0.2329, 0.6353], [-1.5915, 5.2725, 3.8790], [-4.0284, 4.8865, 3.4210], [-4.6675, 2.8640, 2.0451], [2.0100, -2.9275, 2.2457], [0.9272, -2.5934, 3.2360], [1.1791, -2.5724, 4.5994], [0.1920, -2.2075, 5.5051], [-1.0664, -1.8659, 5.0420], [-1.3720, -1.8880, 3.6819], [-2.7502, -1.4837, 3.2184], [-0.3608, -2.2601, 2.7846], [-0.5545, -2.1839, 1.3908], [-1.3689, -2.8956, 0.7427], [-2.1611, -4.0366, 1.3327], [-1.5373, -2.6225, -0.7415], [-2.5994, -3.4013, -1.4753], [-0.7895, -1.7618, -1.2810], [-0.8235, -1.4771, -2.6802], [0.1978, -2.0417, -3.4574], [1.2260, -2.9300, -2.8133], [0.2771, -1.7090, -4.8006], [-0.6305, -0.8261, -5.3694], [-1.6290, -0.2769, -4.5859], [-1.7485, -0.5843, -3.2297], [-2.8097, 0.0984, -2.4055], [2.8849, -3.3346, 2.7531], [2.3307, -2.0228, 1.7211], [1.6656, -3.6461, 1.4987], [2.1770, -2.8169, 4.9480], [0.4144, -2.1638, 6.5644], [-1.8367, -1.5578, 5.7415], [-3.1631, -0.7250, 3.8847], [-3.4372, -2.3359, 3.2279], [-2.7335, -1.0625, 2.2124], [-1.8942, -4.1750, 2.3775], [-1.9472, -4.9590, 0.7871], [-3.2355, -3.8525, 1.2629], [-3.5690, -3.2793, -0.9874], [-2.3595, -4.4684, -1.4806], [-2.6742, -3.0539, -2.5019], [1.7632, -2.3616, -2.0497], [1.9461, -3.2785, -3.5541], [0.7699, -3.8003, -2.3304], [1.0962, -2.1031, -5.3909], [-0.5327, -0.5385, -6.4093], [-2.3213, 0.4406, -5.0145], [-3.6715, 0.3392, -3.0303], [-2.4220, 1.0333, -1.9927], [-3.1408, -0.4865, -1.5502], [1.5254, 2.1966, -5.8666], [1.3334, 1.8670, -4.7204], [0.3732, 2.5239, -3.7487], [-0.3957, 3.4319, -4.0080], [0.5579, 1.8181, -2.4802], [1.4631, 0.7471, -2.6347], [1.7121, -0.0539, -1.6738], [1.9997, 0.7139, -3.9976], [2.7933, -0.0728, -4.4802], [-0.0228, 2.0432, -1.3584], [5.3793, 6.6138, -1.3553], [4.8380, 4.7513, -0.5379], [5.7464, 4.0884, 0.2742], [5.3779, 2.8680, 0.8259], [4.1196, 2.3247, 0.5904], [3.2334, 3.0111, -0.2308], [3.5855, 4.2270, -0.8095], [3.7566, 0.9967, 1.2546], [4.6768, 0.3500, 1.7650], [2.5209, 0.6822, 1.2455], [6.7235, 4.5121, 0.4665], [6.0627, 2.3089, 1.4512], [2.2519, 2.6030, -0.4288], [2.8883, 4.7410, -1.4584]], "forces_ev_per_angstrom": [[0.218, 0.080, 0.047], [0.112, -0.085, -0.061], [-0.139, -0.030, -0.076], [-0.051, 0.016, 0.044], [0.069, 0.029, -0.003], [0.043, 0.038, 0.027], [0.011, 0.025, 0.005], [0.002, -0.016, 0.046], [-0.039, -0.086, -0.397], [0.136, -0.053, 0.104], [-0.357, 0.283, 0.132], [-0.014, 0.009, -0.034], [0.013, -0.021, -0.003], [-0.016, -0.032, 0.003], [-0.034, 0.081, 0.033], [0.003, -0.001, -0.086], [0.025, -0.026, 0.005], [-0.004, 0.012, -0.038], [0.019, -0.016, -0.015], [-0.049, 0.060, -0.017], [0.098, -0.032, -0.017], [-0.052, -0.044, -0.039], [0.135, 0.025, 0.016], [-0.105, -0.112, -0.012], [-0.038, 0.028, -0.054], [-0.130, -0.078, 0.049], [0.042, -0.053, 0.042], [0.128, 0.265, -0.242], [-0.046, -0.085, 0.095], [0.007, -0.077, 0.079], [-0.006, -0.014, -0.007], [-0.083, -0.065, -0.060], [-0.007, -0.044, 0.012], [-0.052, 0.000, 0.040], [-0.066, 0.017, 0.047], [0.065, -0.011, -0.025], [-0.021, -0.015, 0.015], [-0.030, 0.026, -0.036], [0.030, 0.029, 0.017], [-0.033, 0.003, -0.006], [-0.006, -0.017, 0.006], [0.008, 0.003, -0.015], [-0.002, -0.017, 0.027], [-0.003, -0.001, 0.011], [0.012, -0.146, 0.108], [-0.008, -0.016, 0.018], [-0.025, 0.020, -0.001], [0.031, 0.012, 0.000], [0.035, 0.018, -0.002], [-0.030, 0.022, 0.012], [-0.006, 0.000, -0.026], [-0.029, -0.037, -0.038], [-0.019, 0.019, 0.007], [0.001, 0.013, -0.021], [-0.028, 0.023, 0.034], [0.006, -0.002, 0.026], [0.019, -0.024, 0.021], [0.009, -0.004, 0.001], [0.009, -0.021, -0.013], [-0.007, -0.010, 0.003], [0.002, 0.026, -0.209], [0.003, -0.042, 0.175], [0.025, -0.106, 0.167], [-0.044, 0.118, -0.048], [0.168, -0.013, -0.356], [-0.036, 0.209, -0.225], [0.076, -0.047, 0.355], [-0.035, 0.067, 0.169], [0.164, -0.006, -0.056], [-0.154, -0.109, 0.263], [-0.014, -0.065, 0.009], [0.019, 0.093, -0.016], [-0.076, -0.101, 0.002], [0.049, 0.085, -0.054], [-0.004, 0.039, 0.000], [0.048, 0.063, 0.005], [0.018, -0.109, 0.046], [-0.090, -0.202, 0.049], [-0.101, 0.095, -0.031], [0.271, 0.115, -0.070], [-0.013, -0.001, 0.009], [-0.029, 0.006, -0.007], [-0.014, 0.013, 0.014], [0.016, 0.006, 0.027]], "charge": -2, "homo_ev": -2.3, "homo_lumo_gap_ev": 5.838, "lumo_energy_ev": 3.6}


{"formula": "C38H31IrN6O7P2S3", "method": "ωB97M-V/def2-TZVPD", "symbols": ["Ir", "S", "C", "S", "C", "C", "N", "C", "N", "C", "S", "C", "C", "C", "N", "P", "C", "C", "C", "C", "C", "C", "C", "C", "C", "C", "C", "C", "P", "C", "C", "C", "C", "C", "C", "C", "C", "C", "C", "C", "C", "H", "H", "H", "H", "H", "H", "H", "H", "H", "H", "H", "H", "H", "H", "H", "H", "H", "H", "H", "H", "H", "H", "H", "H", "H", "H", "H", "H", "H", "O", "N", "O", "C", "C", "C", "C", "O", "C", "C", "N", "O", "O", "N", "O", "O", "H", "H"], "coordinates": [[-1.2821, 0.7161, -1.0883], [-3.5343, 0.8059, -1.7825], [-3.0287, 0.0584, -3.2711], [-1.3067, -0.0967, -3.2367], [-3.8358, -0.3550, -4.2877], [-5.2498, -0.1679, -4.2167], [-6.3892, -0.0249, -4.1393], [-3.2705, -1.0074, -5.4263], [-2.8090, -1.5520, -6.3296], [2.5172, -4.8851, 3.3538], [3.5659, -3.5172, 2.8244], [3.3174, -3.6383, 1.0342], [1.9569, -3.1542, 0.5467], [1.6729, -1.7113, 0.9678], [0.7453, -1.0010, 0.0753], [0.9009, 0.5831, -0.5195], [2.2179, 0.6044, -1.7438], [2.4079, 1.7611, -2.5029], [3.4086, 1.8026, -3.4603], [4.2088, 0.6892, -3.6793], [3.9932, -0.4756, -2.9574], [2.9955, -0.5229, -1.9943], [1.4254, 1.6439, 0.8547], [0.8814, 1.3990, 2.1168], [1.1666, 2.2446, 3.1765], [1.9852, 3.3503, 2.9864], [2.5337, 3.5971, 1.7366], [2.2622, 2.7442, 0.6757], [-0.8948, -1.3016, -0.3248], [-0.8311, -2.7999, -1.3302], [-1.6163, -3.9060, -1.0236], [-1.4870, -5.0776, -1.7605], [-0.5797, -5.1428, -2.8036], [0.1968, -4.0343, -3.1260], [0.0714, -2.8679, -2.3955], [-1.8809, -1.7556, 1.1130], [-3.2109, -1.3423, 1.1645], [-4.0126, -1.7103, 2.2343], [-3.4918, -2.4824, 3.2612], [-2.1726, -2.9126, 3.2095], [-1.3724, -2.5614, 2.1343], [2.5468, -4.9112, 4.4415], [2.8917, -5.8333, 2.9696], [1.4813, -4.7485, 3.0431], [3.4800, -4.6758, 0.7385], [4.1148, -3.0407, 0.5867], [1.1810, -3.8291, 0.9179], [1.9166, -3.2366, -0.5418], [2.6080, -1.1440, 0.9734], [1.3063, -1.6662, 1.9932], [1.7521, 2.6144, -2.3770], [3.5516, 2.7021, -4.0444], [4.9901, 0.7239, -4.4273], [4.5962, -1.3539, -3.1486], [2.8153, -1.4426, -1.4528], [0.2242, 0.5522, 2.2764], [0.7434, 2.0417, 4.1519], [2.1997, 4.0145, 3.8137], [3.1722, 4.4566, 1.5795], [2.6998, 2.9565, -0.2899], [-2.3356, -3.8573, -0.2167], [-2.1030, -5.9339, -1.5201], [-0.4762, -6.0573, -3.3731], [0.8894, -4.0780, -3.9560], [0.6805, -2.0119, -2.6506], [-3.6207, -0.7347, 0.3681], [-5.0424, -1.3805, 2.2659], [-4.1157, -2.7583, 4.1016], [-1.7686, -3.5303, 4.0011], [-0.3602, -2.9376, 2.0908], [-1.2824, 7.9339, 2.6886], [-1.8551, 6.8713, 2.8200], [-2.6621, 6.6162, 3.6928], [-1.5742, 5.8266, 1.8366], [-2.2225, 4.6190, 1.9342], [-1.9118, 3.6326, 1.0206], [-1.0349, 3.8031, -0.1096], [-0.8851, 2.9601, -1.0199], [-0.3419, 5.0712, -0.0636], [-0.6119, 6.0441, 0.8613], [0.7608, 5.3638, -0.9947], [1.4310, 6.3548, -0.7675], [0.8854, 4.6708, -1.9835], [-2.5002, 2.3455, 1.2794], [-3.5510, 2.2722, 1.8577], [-1.8434, 1.3107, 1.0030], [-2.9298, 4.4340, 2.7291], [-0.0646, 6.9742, 0.8351]], "forces_ev_per_angstrom": [[0.147, 0.593, 0.819], [-0.500, -0.021, -0.264], [0.036, 0.040, 0.184], [0.166, 0.370, -0.463], [-0.024, 0.008, -0.079], [0.049, -0.066, -0.005], [0.027, 0.018, 0.000], [-0.126, -0.002, 0.009], [0.046, 0.033, 0.040], [-0.036, 0.004, 0.020], [-0.015, -0.017, 0.004], [-0.012, -0.010, 0.047], [0.018, -0.012, 0.034], [0.077, -0.017, -0.117], [-0.167, 0.097, 0.263], [0.420, -0.251, 0.294], [-0.056, 0.022, -0.131], [-0.115, -0.028, -0.062], [0.020, -0.033, 0.001], [-0.002, 0.014, 0.003], [-0.021, -0.034, 0.001], [0.070, 0.031, 0.044], [0.056, -0.059, -0.015], [-0.010, -0.020, 0.007], [-0.015, 0.010, 0.019], [-0.007, -0.007, -0.008], [-0.024, -0.003, -0.003], [-0.027, 0.028, -0.027], [0.120, -0.622, -0.120], [0.000, -0.078, 0.021], [-0.060, 0.025, -0.056], [-0.032, 0.023, -0.009], [0.024, -0.018, -0.004], [-0.017, 0.007, -0.005], [-0.033, -0.091, 0.072], [0.025, -0.010, 0.132], [0.027, -0.004, 0.006], [0.010, 0.004, 0.000], [-0.016, -0.016, 0.022], [0.006, -0.003, -0.026], [-0.005, 0.013, -0.008], [0.012, 0.001, -0.006], [0.001, 0.009, -0.010], [0.007, 0.007, 0.008], [0.031, 0.011, -0.044], [-0.002, 0.009, 0.013], [-0.062, 0.028, -0.057], [0.052, 0.000, 0.020], [-0.006, 0.025, -0.074], [0.040, -0.007, 0.030], [0.008, 0.018, 0.048], [-0.008, -0.005, 0.004], [-0.012, -0.006, -0.003], [0.003, 0.008, 0.002], [0.040, 0.020, 0.034], [0.011, -0.015, -0.027], [0.004, 0.002, -0.001], [-0.005, -0.001, -0.006], [0.003, -0.003, 0.003], [0.012, -0.039, -0.033], [0.021, -0.026, 0.014], [0.005, 0.003, 0.009], [-0.016, 0.015, -0.016], [0.004, 0.001, 0.006], [0.037, 0.033, -0.002], [0.010, 0.004, 0.007], [0.002, -0.006, -0.001], [0.000, 0.003, -0.008], [-0.002, 0.006, 0.000], [0.013, 0.019, 0.007], [0.063, -0.016, 0.055], [-0.154, 0.015, -0.188], [0.055, -0.013, 0.049], [-0.004, 0.085, 0.098], [0.036, -0.010, -0.037], [-0.152, -0.153, -0.035], [0.177, 0.000, 0.167], [-0.203, -0.097, -0.505], [0.273, -0.100, -0.028], [0.004, -0.002, 0.046], [-0.730, 0.523, -0.405], [0.231, -0.216, 0.162], [0.230, -0.185, 0.135], [0.017, -0.005, 0.063], [0.030, -0.022, 0.035], [-0.120, 0.178, -0.183], [0.007, -0.004, 0.002], [0.008, -0.006, 0.008]], "charge": 0, "homo_ev": -8.0, "homo_lumo_gap_ev": 6.193, "lumo_energy_ev": -1.8}


Calculated relative energy (zero: lowest compared OMol25 entry of this formula, charge and spin) in order - 17.5 3.9 8.6 kcal per mole
Calculated molecular weight in order - 806.46 999.20 1034.07 g/mol